Entry 1:
The following is a quantum chemistry calculation of one molecule with the formula C4H4N2O, from the Open Molecules 2025 dataset.

Each line ends with the Löwdin charge.
Cartesian coordinates (Å):
N (0.475, -0.693, 2.119)  0.167
C (0.267, 0.281, 1.409)  -0.169
C (0.119, 1.324, 0.606)  -0.160
N (-0.454, 1.312, -0.675)  0.048
C (-0.472, 0.278, -1.422)  -0.122
C (0.176, -1.050, -1.179)  -0.248
O (-0.274, -2.065, -1.661)  0.055
H (-0.278, -0.985, 2.740)  0.089
H (0.346, 2.305, 1.007)  0.105
H (-1.009, 0.349, -2.369)  0.116
H (1.104, -1.056, -0.575)  0.118

Force components x, y, z for each atom (eV/Å):
N -0.149 0.505 -0.357
C 0.049 -0.317 0.193
C 0.103 -0.077 0.179
N -0.006 -0.305 -0.118
C -0.078 0.134 -0.006
C -0.142 -0.255 -0.126
O 0.260 0.427 0.192
H 0.010 0.055 -0.009
H 0.013 -0.129 -0.005
H 0.041 -0.009 0.131
H -0.102 -0.029 -0.075

The total charge is 0. The relative energy (zero: lowest compared OMol25 entry of this formula, charge and spin) is 2.767 eV. The calculation puts the HOMO energy at -9.02 eV. The LUMO energy is -0.4 eV.

***

Entry 2:
The following is a quantum chemistry calculation of one molecule with the formula C6H8O3 at a distorted geometry, from the Open Molecules 2025 dataset.

Each line ends with the Löwdin charge.
Cartesian coordinates (Å):
C (-0.033, -1.926, -0.921)  -0.034
C (-0.331, -0.454, -0.662)  -0.162
C (0.214, 0.691, -1.489)  -0.399
C (-0.270, 1.535, 0.357)  -0.342
C (-0.236, 1.177, 1.835)  0.068
C (0.106, 0.246, 0.744)  -0.432
H (-0.918, -2.454, -0.678)  0.051
H (0.878, -2.209, -0.274)  0.106
H (-0.088, -1.912, -2.071)  0.120
H (-1.465, -0.247, -0.864)  0.192
H (-1.293, 1.538, 0.392)  0.124
H (0.825, 1.148, 2.205)  0.131
H (-1.173, 1.570, 2.478)  0.170
H (1.461, -1.143, 1.537)  0.220
O (0.567, 0.979, -2.667)  0.081
O (0.351, 1.756, -0.758)  0.154
O (1.404, -0.295, 0.837)  -0.047

Force components x, y, z for each atom (eV/Å):
C 0.779 1.829 -1.276
C -3.223 0.232 1.373
C 2.948 0.896 -6.679
C 0.185 1.191 4.560
C 1.323 2.153 2.695
C -2.550 -7.442 -1.014
H -0.622 -0.823 0.754
H -1.308 -0.016 -1.994
H 1.324 -0.888 1.499
H 1.554 -0.524 0.529
H -2.913 0.247 -1.855
H -1.455 0.747 1.184
H 2.446 -1.485 -1.478
H -0.752 3.686 -2.735
O -1.637 -3.455 2.692
O 2.188 5.332 -1.033
O 1.712 -1.680 2.779

The total charge is 0. The relative energy (zero: lowest compared OMol25 entry of this formula, charge and spin) is 7.504 eV. The calculation puts the HOMO energy at -9.02 eV. The LUMO energy is 0.2 eV.

***

Entry 3:
The following is a quantum chemistry calculation of one molecule with the formula C19H23N3O4S at a distorted geometry, from the Open Molecules 2025 dataset.

Each line ends with the Löwdin charge.
Cartesian coordinates (Å):
C (4.010, 2.059, 2.091)  -0.083
C (4.367, 0.595, 2.320)  -0.168
C (4.460, -0.165, 1.018)  -0.375
O (4.786, 0.357, -0.019)  0.105
C (4.099, -1.644, 1.119)  -0.216
C (4.764, -2.516, 0.045)  -0.141
C (4.244, -2.202, -1.359)  -0.162
H (4.595, -1.214, -1.654)  0.100
C (2.714, -2.222, -1.381)  -0.144
N (2.189, -1.341, -0.362)  -0.042
C (1.820, -0.049, -0.533)  -0.435
O (1.537, 0.660, 0.416)  0.070
C (1.710, 0.460, -1.963)  -0.079
H (0.954, -0.124, -2.494)  0.128
H (2.670, 0.345, -2.466)  0.126
C (1.320, 1.937, -1.948)  -0.081
C (0.091, 2.152, -1.149)  -0.354
N (-0.247, 3.215, -0.492)  0.102
N (-1.444, 2.980, 0.065)  0.113
C (-1.793, 1.775, -0.280)  -0.358
C (-2.982, 1.082, 0.090)  -0.431
C (-4.014, 1.562, 0.863)  -0.081
C (-5.027, 0.618, 1.044)  -0.077
C (-4.778, -0.582, 0.415)  -0.446
C (-5.650, -1.756, 0.424)  -0.482
O (-6.704, -1.750, 1.021)  0.088
C (-5.149, -2.949, -0.351)  -0.042
H (-4.184, -3.266, 0.041)  0.078
H (-5.018, -2.680, -1.397)  0.080
H (-5.862, -3.764, -0.270)  0.086
S (-3.256, -0.544, -0.419)  1.138
H (-5.924, 0.783, 1.613)  0.123
H (-4.009, 2.557, 1.268)  0.120
O (-0.860, 1.196, -1.075)  0.110
H (2.109, 2.540, -1.499)  0.135
H (1.153, 2.291, -2.969)  0.130
C (2.567, -1.755, 0.970)  -0.092
H (2.254, -2.791, 1.125)  0.136
H (2.054, -1.109, 1.685)  0.127
H (2.354, -3.233, -1.154)  0.129
H (2.336, -1.942, -2.363)  0.115
H (4.630, -2.934, -2.069)  0.114
H (4.562, -3.564, 0.282)  0.117
H (5.845, -2.366, 0.072)  0.120
H (4.381, -2.006, 2.112)  0.148
H (3.640, 0.120, 2.980)  0.114
H (5.350, 0.517, 2.796)  0.128
H (4.723, 2.515, 1.408)  0.075
H (4.020, 2.606, 3.030)  0.073
H (3.018, 2.126, 1.652)  0.063

Force components x, y, z for each atom (eV/Å):
C 0.046 -0.118 0.054
C -0.081 0.537 -0.206
C -0.076 -0.506 0.694
O 0.116 0.193 -0.217
C 0.054 -0.176 -0.361
C 0.048 0.287 -0.033
C -0.106 -0.137 -0.045
H -0.024 -0.088 -0.067
C 0.339 -0.024 -0.378
N -0.064 -0.228 0.222
C -0.185 -0.289 -0.419
O 0.129 0.272 0.237
C -0.007 0.300 0.194
H 0.113 -0.051 -0.048
H -0.029 -0.103 -0.059
C -0.052 -0.337 -0.021
C -0.049 0.885 0.133
N 1.408 0.017 -0.824
N -1.469 -0.836 0.476
C 0.623 1.085 0.138
C -0.667 -0.770 0.045
C 0.554 0.022 -0.307
C -0.108 -0.614 -0.187
C 0.396 0.786 0.102
C -0.092 -0.332 -0.083
O 0.052 -0.019 -0.039
C -0.306 -0.150 0.108
H 0.108 -0.057 0.011
H 0.035 -0.003 -0.117
H -0.002 -0.005 0.000
S -0.329 0.419 0.353
H -0.163 -0.012 0.086
H 0.004 0.193 0.078
O -0.169 -0.116 -0.032
H -0.086 0.003 -0.031
H 0.061 -0.016 0.037
C -0.025 0.188 0.471
H 0.025 0.048 0.015
H 0.015 -0.186 -0.046
H -0.040 0.067 -0.091
H -0.048 -0.048 0.047
H 0.003 -0.027 -0.045
H 0.036 -0.031 0.031
H 0.018 -0.085 0.017
H -0.043 0.083 0.008
H 0.046 -0.111 0.021
H -0.004 -0.132 0.055
H 0.029 0.072 -0.022
H 0.006 0.080 0.069
H -0.040 0.072 -0.024

The total charge is 0. The relative energy (zero: lowest compared OMol25 entry of this formula, charge and spin) is 2.199 eV. The calculation puts the HOMO energy at -8.45 eV. The LUMO energy is -0.4 eV.

***

Entry 4:
The following is a quantum chemistry calculation of one molecule with the formula N2O6 at a distorted geometry, from the Open Molecules 2025 dataset.

Each line ends with the Löwdin charge.
Cartesian coordinates (Å):
N (1.212, -0.342, 1.058)  -0.430
N (-1.359, 0.192, -0.966)  -0.366
O (0.372, -0.279, 1.852)  0.185
O (2.249, -0.929, 0.958)  0.139
O (-1.126, -0.951, -0.922)  0.183
O (-2.294, 0.872, -1.184)  0.173
O (1.093, 0.341, -0.193)  0.029
O (-0.147, 1.096, -0.603)  0.087

Force components x, y, z for each atom (eV/Å):
N 2.881 -1.520 -3.007
N -0.048 2.056 0.927
O -1.481 0.425 1.433
O 0.462 -1.054 1.820
O -0.007 -0.753 -0.223
O -0.904 -0.402 -0.351
O 5.273 -1.213 2.992
O -6.174 2.460 -3.591

The total charge is 0. The relative energy (zero: lowest compared OMol25 entry of this formula, charge and spin) is 1.506 eV. As for the spin multiplicity: 3. The calculation puts the HOMO energy (spin up / spin down) at -8.57 / -12.12 eV. The LUMO energy (spin up / spin down) is -0.4 / -4.5 eV.